Below is 2 unconnected molecules or ions with the total composition C2BrN2P, with properties calculated with ωB97M-V/def2-TZVPD.

Cartesian coordinates (Å):
C1 -0.605 -1.366 0.695
C2 0.762 1.173 -0.777
N1 -0.859 -1.610 1.775
N2 1.018 2.198 -0.384
P1 0.366 -0.506 -1.492
Br1 -1.540 -0.126 -2.593

Calculated values
* relative energy (zero: lowest compared OMol25 entry of this formula, charge and spin): 10.59 kcal/mol
* gap between HOMO and LUMO (spin up / spin down): 8.483 / 8.482 eV
* lowest unoccupied orbital energy (spin up / spin down): -0.107 / -0.107 hartree

Which charges does Mulliken predict for the atoms? In e, they are: number 1, C, carries -0.06; number 2, C, carries 0.23; number 3, N, carries -0.30; number 4, N, carries -0.22; number 5, P, carries 0.34; number 6, Br, carries 0.01


Below is a single CH2OS2 molecule, with properties calculated with ωB97M-V/def2-TZVPD.

Cartesian coordinates (Å):
C1 0.034 -0.175 0.430
H1 -1.518 1.237 -1.252
H2 1.553 -0.403 -0.161
O1 1.190 -0.565 0.643
S1 -0.314 0.120 -1.339
S2 -0.946 -0.213 1.680

Calculated values
* relative energy (zero: lowest compared OMol25 entry of this formula, charge and spin): 48.16 kcal/mol
* gap between HOMO and LUMO: 8.390 eV
* lowest unoccupied orbital energy: -0.015 hartree
* SMILES: OC(=S)S

Which charges does Mulliken predict for the atoms? In e, they are: number 1, C, carries 0.42; number 2, H, carries 0.22; number 3, H, carries 0.25; number 4, O, carries -0.27; number 5, S, carries -0.29; number 6, S, carries -0.33


Below is a molecular structure, C20H44N3OP2STm, with properties calculated with ωB97M-V/def2-TZVPD.

Cartesian coordinates (Å):
Tm1 -0.212 0.071 -0.354
P1 0.133 -2.568 -1.066
P2 0.145 2.778 -0.724
N1 1.724 0.148 -1.583
C1 1.764 -2.394 -1.897
H1 2.408 -3.178 -1.493
H2 1.626 -2.620 -2.965
C2 2.571 -1.087 -1.710
H3 3.268 -1.133 -0.854
H4 3.124 -0.864 -2.624
C3 2.573 1.388 -1.574
H5 3.111 1.278 -2.517
H6 3.283 1.329 -0.731
C4 1.768 2.711 -1.585
H7 1.621 3.071 -2.615
H8 2.418 3.435 -1.089
C5 0.423 3.679 0.867
C6 -0.739 3.462 1.841
H9 -0.465 3.902 2.813
H10 -0.960 2.401 2.030
H11 -1.662 3.946 1.499
C7 -0.976 3.711 -1.842
C8 -2.374 3.852 -1.230
H12 -3.063 4.208 -2.009
H13 -2.402 4.580 -0.410
H14 -2.767 2.896 -0.865
C9 -0.978 -3.363 -2.297
C10 -2.381 -3.578 -1.719
H15 -3.063 -3.827 -2.544
H16 -2.775 -2.675 -1.236
H17 -2.417 -4.406 -1.001
C11 0.395 -3.655 0.405
C12 -0.799 -3.602 1.364
H18 -0.496 -4.050 2.321
H19 -1.658 -4.173 0.983
H20 -1.144 -2.585 1.590
C13 -2.486 -0.015 0.467
C14 -0.419 5.047 -2.337
H21 -0.347 5.794 -1.549
H22 0.560 4.946 -2.816
H23 -1.108 5.440 -3.099
C15 -0.413 -4.631 -2.941
H24 -1.098 -4.934 -3.747
H25 0.568 -4.471 -3.400
H26 -0.342 -5.465 -2.245
C16 0.785 -5.098 0.074
H27 1.159 -5.568 0.993
H28 -0.078 -5.692 -0.252
H29 1.580 -5.175 -0.673
C17 0.758 5.165 0.712
H30 -0.127 5.765 0.469
H31 1.128 5.530 1.680
H32 1.544 5.359 -0.025
H33 1.314 3.170 1.274
H34 1.257 -3.175 0.901
H35 -1.053 3.028 -2.703
H36 -1.048 -2.583 -3.073
O1 -3.610 -0.063 0.772
H37 1.219 0.201 -2.415
H38 -1.066 0.179 -2.061
S1 1.674 -0.054 1.666
C18 0.664 -0.293 3.072
N2 1.208 -0.550 4.267
C19 0.254 -0.703 5.355
C20 -1.090 -0.525 4.630
N3 -0.680 -0.285 3.251
H39 2.224 -0.595 4.362
H40 0.429 0.065 6.114
H41 0.362 -1.707 5.795
H42 -1.638 0.330 5.039
H43 -1.706 -1.417 4.718
H44 -1.402 -0.106 2.542

Calculated values
* charge: +2
* 2S+1: 3
* ⟨S²⟩: 2.003
* gap between HOMO and LUMO (spin up / spin down): 7.404 / 7.387 eV
* lowest unoccupied orbital energy (spin up / spin down): -0.256 / -0.255 hartree

Which charges does Mulliken predict for the atoms? In e, they are: number 1, Tm, carries -0.33; number 2, P, carries 0.86; number 3, P, carries 0.82; number 4, N, carries -0.01; number 5, C, carries -0.95; number 6, H, carries 0.40; number 7, H, carries 0.53; number 8, C, carries -1.06; number 9, H, carries 0.39; number 10, H, carries 0.50; number 11, C, carries -1.04; number 12, H, carries 0.51; number 13, H, carries 0.39; number 14, C, carries -0.98; number 15, H, carries 0.52; number 16, H, carries 0.42; number 17, C, carries 0.51; number 18, C, carries -1.14; number 19, H, carries 0.47; number 20, H, carries 0.14; number 21, H, carries 0.19; number 22, C, carries 0.41; number 23, C, carries -1.40; number 24, H, carries 0.46; number 25, H, carries 0.28; number 26, H, carries 0.23; number 27, C, carries 0.40; number 28, C, carries -1.39; number 29, H, carries 0.46; number 30, H, carries 0.23; number 31, H, carries 0.27; number 32, C, carries 0.49; number 33, C, carries -1.32; number 34, H, carries 0.46; number 35, H, carries 0.23; number 36, H, carries 0.25; number 37, C, carries 0.39; number 38, C, carries -1.39; number 39, H, carries 0.22; number 40, H, carries 0.33; number 41, H, carries 0.46; number 42, C, carries -1.38; number 43, H, carries 0.46; number 44, H, carries 0.33; number 45, H, carries 0.21; number 46, C, carries -1.63; number 47, H, carries 0.46; number 48, H, carries 0.31; number 49, H, carries 0.36; number 50, C, carries -1.64; number 51, H, carries 0.30; number 52, H, carries 0.48; number 53, H, carries 0.36; number 54, H, carries 0.39; number 55, H, carries 0.37; number 56, H, carries 0.43; number 57, H, carries 0.44; number 58, O, carries -0.21; number 59, H, carries 0.38; number 60, H, carries 0.01; number 61, S, carries -0.48; number 62, C, carries 0.63; number 63, N, carries -0.20; number 64, C, carries -0.55; number 65, C, carries -0.50; number 66, N, carries 0.21; number 67, H, carries 0.22; number 68, H, carries 0.32; number 69, H, carries 0.32; number 70, H, carries 0.31; number 71, H, carries 0.31; number 72, H, carries -0.21


Below is 7 unconnected molecules or ions with the total composition C43H42BF6N2PS, with properties calculated with ωB97M-V/def2-TZVPD.

Cartesian coordinates (Å):
C1 -4.485 -2.531 4.171
N1 -4.218 -3.118 2.801
C2 -2.782 -3.605 2.679
B1 -1.730 -2.487 2.087
P1 -0.015 -2.039 2.862
S1 0.115 -2.390 4.771
C3 -2.110 -1.644 0.684
C4 -2.733 -2.572 -0.497
C5 -3.074 -1.775 -1.928
C6 -2.685 -0.163 -1.813
C7 -2.097 0.590 -0.496
N2 -1.817 -0.186 0.748
H1 -5.636 -2.714 4.397
H2 -3.895 -3.054 5.044
H3 -4.319 -1.374 4.243
H4 -4.487 -2.472 2.025
H5 -2.363 -4.060 3.674
H6 -2.811 -4.495 1.885
H7 0.218 -0.611 2.619
H8 1.065 -2.735 2.169
H9 -2.938 -3.741 -0.394
H10 -3.501 -2.297 -2.884
H11 -2.853 0.504 -2.782
H12 -1.876 1.756 -0.516
F1 1.212 5.820 -0.901
C8 0.345 5.508 0.071
C9 0.060 4.172 0.332
C10 -0.839 3.847 1.348
C11 -1.452 4.863 2.085
C12 -1.163 6.201 1.813
C13 -0.256 6.525 0.804
H13 0.540 3.397 -0.256
H14 -1.062 2.805 1.565
H15 -2.156 4.609 2.874
H16 -1.645 6.990 2.385
H17 -0.014 7.560 0.585
F2 -2.469 6.635 -5.596
C14 -1.135 6.597 -5.473
C15 -0.564 6.603 -4.205
C16 0.824 6.558 -4.077
C17 1.627 6.519 -5.219
C18 1.045 6.519 -6.488
C19 -0.344 6.552 -6.615
H18 -1.204 6.642 -3.329
H19 1.280 6.554 -3.090
H20 2.710 6.489 -5.119
H21 1.672 6.493 -7.376
H22 -0.813 6.544 -7.593
F3 -1.365 -6.339 3.406
C20 -0.239 -6.656 4.060
C21 0.425 -5.677 4.791
C22 1.594 -6.008 5.477
C23 2.092 -7.311 5.414
C24 1.421 -8.285 4.673
C25 0.246 -7.957 3.997
H23 0.028 -4.668 4.821
H24 2.117 -5.252 6.058
H25 3.006 -7.567 5.945
H26 1.812 -9.298 4.623
H27 -0.294 -8.704 3.424
F4 4.412 -6.184 6.933
C26 5.400 -6.111 6.031
C27 6.359 -5.111 6.145
C28 7.390 -5.038 5.209
C29 7.444 -5.960 4.161
C30 6.473 -6.957 4.051
C31 5.449 -7.037 4.994
H28 6.296 -4.399 6.961
H29 8.149 -4.264 5.294
H30 8.246 -5.900 3.428
H31 6.515 -7.671 3.232
H32 4.692 -7.811 4.930
F5 3.898 7.017 -8.001
C32 5.023 6.701 -7.347
C33 5.688 7.679 -6.616
C34 6.857 7.349 -5.930
C35 7.355 6.045 -5.993
C36 6.683 5.072 -6.734
C37 5.508 5.399 -7.410
H33 5.291 8.689 -6.586
H34 7.380 8.105 -5.349
H35 8.269 5.789 -5.462
H36 7.075 4.059 -6.784
H37 4.969 4.653 -7.983
F6 -10.757 -1.105 -2.075
C38 -9.424 -1.143 -1.953
C39 -8.853 -1.138 -0.685
C40 -7.465 -1.182 -0.557
C41 -6.662 -1.221 -1.699
C42 -7.244 -1.221 -2.967
C43 -8.632 -1.188 -3.095
H38 -9.492 -1.099 0.191
H39 -7.009 -1.186 0.430
H40 -5.579 -1.252 -1.599
H41 -6.617 -1.248 -3.855
H42 -9.102 -1.196 -4.073

Calculated values
* gap between HOMO and LUMO: 7.079 eV
* lowest unoccupied orbital energy: -0.050 hartree
* SMILES: CNCB([PH2]=S)c1ccccn1.Fc1ccccc1.Fc1ccccc1.Fc1ccccc1.Fc1ccccc1.Fc1ccccc1.Fc1ccccc1

Which charges does Mulliken predict for the atoms? In e, they are: number 1, C, carries -0.67; number 2, N, carries -0.19; number 3, C, carries -0.33; number 4, B, carries 0.26; number 5, P, carries 0.10; number 6, S, carries -0.39; number 7, C, carries 0.06; number 8, C, carries -0.10; number 9, C, carries -0.55; number 10, C, carries -0.28; number 11, C, carries -0.05; number 12, N, carries -0.13; number 13, H, carries 0.27; number 14, H, carries 0.27; number 15, H, carries 0.21; number 16, H, carries 0.18; number 17, H, carries 0.20; number 18, H, carries 0.05; number 19, H, carries 0.08; number 20, H, carries 0.10; number 21, H, carries 0.21; number 22, H, carries 0.38; number 23, H, carries 0.26; number 24, H, carries 0.19; number 25, F, carries -0.29; number 26, C, carries 0.35; number 27, C, carries -0.42; number 28, C, carries -0.30; number 29, C, carries -0.68; number 30, C, carries -0.30; number 31, C, carries -0.40; number 32, H, carries 0.43; number 33, H, carries 0.48; number 34, H, carries 0.37; number 35, H, carries 0.37; number 36, H, carries 0.41; number 37, F, carries -0.31; number 38, C, carries 0.28; number 39, C, carries -0.45; number 40, C, carries -0.35; number 41, C, carries -0.45; number 42, C, carries -0.19; number 43, C, carries -0.53; number 44, H, carries 0.45; number 45, H, carries 0.42; number 46, H, carries 0.39; number 47, H, carries 0.36; number 48, H, carries 0.40; number 49, F, carries -0.23; number 50, C, carries 0.04; number 51, C, carries 0.33; number 52, C, carries -0.48; number 53, C, carries -0.65; number 54, C, carries -0.83; number 55, C, carries -0.44; number 56, H, carries 0.00; number 57, H, carries 0.41; number 58, H, carries 0.85; number 59, H, carries 0.36; number 60, H, carries 0.40; number 61, F, carries -0.32; number 62, C, carries 0.55; number 63, C, carries -0.41; number 64, C, carries -0.42; number 65, C, carries -0.42; number 66, C, carries -0.55; number 67, C, carries -0.19; number 68, H, carries 0.40; number 69, H, carries 0.35; number 70, H, carries 0.36; number 71, H, carries 0.34; number 72, H, carries 0.35; number 73, F, carries -0.33; number 74, C, carries 0.20; number 75, C, carries -0.26; number 76, C, carries -0.40; number 77, C, carries -0.42; number 78, C, carries -0.40; number 79, C, carries -0.28; number 80, H, carries 0.41; number 81, H, carries 0.36; number 82, H, carries 0.36; number 83, H, carries 0.35; number 84, H, carries 0.40; number 85, F, carries -0.31; number 86, C, carries 0.14; number 87, C, carries -0.38; number 88, C, carries -0.50; number 89, C, carries 0.21; number 90, C, carries -0.40; number 91, C, carries -0.39; number 92, H, carries 0.41; number 93, H, carries 0.36; number 94, H, carries 0.12; number 95, H, carries 0.36; number 96, H, carries 0.40